Entry 1:
Formula: C28H76BF3HgO12S
Source: the OMol25 dataset
Level of theory: wB97M-V/def2-TZVPD

Output
**E_LUMO (spin up / spin down)**: 2.12 / 2.11 eV
**Expectation value of S²**: 0.7522
**Multiplicity**: 2
**Total charge**: -1
**E_HOMO (spin up / spin down)**: -2.3 / -6.4 eV
**Calculated total energy**: -2891.1940 hartree

Last column: Löwdin charge in e.
Atoms and positions in Å:
Hg (-1.682, 2.308, 3.192)  1.013
B (-2.252, 0.300, 4.430)  -0.498
H (-1.275, 0.635, 4.742)  -0.086
H (-2.225, -0.068, 3.417)  -0.064
H (-2.518, -0.513, 5.088)  -0.040
H (-2.937, 1.126, 4.539)  -0.087
C (-0.072, 0.510, -1.125)  -0.599
F (0.437, -0.501, -1.827)  0.116
F (0.802, 1.565, -1.088)  0.106
F (-1.232, 0.866, -1.647)  0.125
S (-0.495, -0.151, 0.665)  0.603
O (-1.545, -1.142, 0.539)  -0.291
O (0.811, -0.653, 1.113)  -0.326
O (-0.977, 1.038, 1.434)  -0.408
C (-2.746, 5.238, 0.221)  -0.044
C (-1.557, 4.283, 0.260)  -0.455
C (-0.318, 4.965, -0.283)  -0.060
O (-1.271, 4.058, 1.628)  -0.189
H (-2.592, 6.150, 0.799)  0.081
H (-3.624, 4.788, 0.684)  0.063
H (-3.021, 5.568, -0.781)  0.077
H (-1.637, 3.313, -0.231)  0.131
H (-0.247, 5.120, -1.360)  0.066
H (0.614, 4.436, -0.087)  0.079
H (-0.191, 5.919, 0.228)  0.079
H (-1.087, 4.896, 2.057)  0.079
C (-1.125, -3.909, -2.818)  -0.032
C (0.407, -3.660, -2.782)  -0.498
C (0.992, -3.944, -1.369)  -0.039
O (1.026, -4.401, -3.776)  -0.051
H (-1.733, -3.201, -2.254)  0.067
H (-1.417, -4.880, -2.419)  0.078
H (-1.465, -3.855, -3.852)  0.070
H (0.714, -2.658, -3.082)  0.114
H (2.070, -3.803, -1.294)  0.066
H (0.764, -4.968, -1.074)  0.079
H (0.428, -3.330, -0.666)  0.075
H (0.556, -4.064, -4.543)  0.079
C (3.370, -3.660, 2.511)  -0.046
C (1.890, -4.027, 2.358)  -0.499
C (1.499, -5.237, 3.191)  -0.055
O (1.127, -2.914, 2.750)  -0.043
H (3.810, -3.939, 3.468)  0.077
H (3.495, -2.597, 2.302)  0.062
H (3.863, -4.187, 1.694)  0.072
H (1.677, -4.221, 1.307)  0.108
H (1.792, -5.184, 4.240)  0.076
H (2.091, -6.068, 2.808)  0.073
H (0.438, -5.483, 3.146)  0.078
H (1.317, -2.229, 2.105)  0.028
C (-4.111, 0.851, 0.717)  -0.030
C (-4.787, 1.877, 1.655)  -0.439
C (-5.652, 1.269, 2.767)  -0.039
O (-3.794, 2.607, 2.338)  -0.208
H (-4.802, 0.440, -0.019)  0.084
H (-3.693, 0.008, 1.267)  0.057
H (-3.175, 1.097, 0.215)  0.050
H (-5.312, 2.652, 1.096)  0.125
H (-5.069, 0.700, 3.491)  0.077
H (-6.494, 0.674, 2.411)  0.076
H (-6.033, 2.083, 3.384)  0.072
H (-4.249, 3.365, 2.711)  0.084
C (5.634, -0.205, 0.338)  -0.036
C (4.141, -0.115, -0.091)  -0.446
C (3.537, -1.417, -0.653)  -0.051
O (3.418, 0.070, 1.101)  -0.085
H (5.910, 0.708, 0.865)  0.073
H (6.248, -0.476, -0.521)  0.064
H (5.787, -0.987, 1.082)  0.072
H (3.916, 0.763, -0.697)  0.113
H (2.611, -1.221, -1.194)  0.059
H (3.412, -2.197, 0.099)  0.068
H (4.146, -1.823, -1.462)  0.059
H (2.582, -0.397, 1.028)  0.008
C (-4.509, -3.065, 1.632)  -0.026
C (-3.874, -3.492, 0.280)  -0.535
C (-4.530, -4.576, -0.535)  -0.054
O (-3.629, -2.436, -0.573)  -0.068
H (-4.886, -3.925, 2.184)  0.070
H (-5.345, -2.405, 1.398)  0.071
H (-3.807, -2.434, 2.177)  0.076
H (-2.882, -3.861, 0.542)  0.127
H (-3.904, -5.124, -1.238)  0.067
H (-5.335, -4.100, -1.095)  0.079
H (-4.963, -5.255, 0.200)  0.070
H (-2.990, -1.824, -0.200)  0.018
C (4.550, -0.644, -3.951)  -0.046
C (4.203, 0.796, -4.430)  -0.471
C (3.390, 1.680, -3.482)  -0.046
O (5.386, 1.509, -4.800)  -0.052
H (5.334, -0.572, -3.197)  0.071
H (5.009, -1.206, -4.764)  0.072
H (3.671, -1.161, -3.566)  0.066
H (3.588, 0.585, -5.305)  0.119
H (3.021, 2.555, -4.017)  0.079
H (3.958, 2.031, -2.621)  0.073
H (2.629, 1.042, -3.034)  0.060
H (5.865, 1.003, -5.459)  0.079
C (-0.400, 1.526, -5.619)  -0.038
C (-0.977, 2.959, -5.458)  -0.510
C (-0.885, 3.558, -4.080)  -0.064
O (-0.257, 3.771, -6.320)  -0.038
H (-0.930, 0.798, -5.006)  0.074
H (0.663, 1.393, -5.419)  0.064
H (-0.487, 1.174, -6.647)  0.072
H (-2.042, 2.871, -5.675)  0.130
H (-1.223, 2.808, -3.366)  0.067
H (-1.640, 4.338, -3.989)  0.076
H (0.061, 4.004, -3.774)  0.084
H (-0.507, 4.671, -6.102)  0.087
C (1.597, 0.638, 4.333)  -0.053
C (1.106, 2.003, 4.636)  -0.518
C (2.226, 2.863, 5.236)  -0.052
O (0.613, 2.513, 3.441)  -0.172
H (2.213, 0.580, 3.435)  0.076
H (0.762, -0.019, 4.087)  0.076
H (2.145, 0.149, 5.139)  0.086
H (0.226, 1.959, 5.277)  0.115
H (3.086, 3.019, 4.585)  0.078
H (2.603, 2.483, 6.186)  0.074
H (1.901, 3.863, 5.522)  0.068
H (1.280, 2.995, 2.947)  0.105

Entry 2:
Formula: C28H76N12O12
Source: the OMol25 dataset
Level of theory: wB97M-V/def2-TZVPD

Output
**E_LUMO**: -0.18 eV
**Multiplicity**: 1
**E_HOMO**: -8.3 eV
**Calculated total energy**: -2672.3104 hartree

Last column: Löwdin charge in e.
Atoms and positions in Å:
C (3.257, 6.032, 0.750)  -0.100
O (2.254, 7.028, 0.736)  -0.227
C (2.527, 8.108, 1.618)  -0.221
C (1.466, 9.145, 1.444)  -0.216
N (1.612, 9.882, 0.191)  -0.043
C (0.487, 10.774, -0.052)  -0.212
C (-0.600, 10.163, -0.911)  -0.246
O (-0.111, 9.901, -2.206)  -0.177
C (-0.991, 9.103, -2.958)  -0.115
H (4.255, 6.477, 0.659)  0.091
H (3.064, 5.346, -0.070)  0.066
H (3.213, 5.523, 1.724)  0.098
H (3.551, 8.469, 1.467)  0.126
H (2.450, 7.734, 2.653)  0.128
H (1.511, 9.792, 2.321)  0.123
H (0.498, 8.620, 1.417)  0.125
H (1.577, 9.207, -0.567)  0.100
H (0.786, 11.731, -0.487)  0.113
H (-0.040, 11.061, 0.867)  0.118
H (-1.446, 10.870, -0.942)  0.125
H (-1.029, 9.246, -0.484)  0.118
H (-0.754, 8.036, -2.906)  0.077
H (-1.017, 9.409, -4.005)  0.083
H (-2.030, 9.205, -2.618)  0.088
C (1.419, -1.749, 5.547)  -0.125
O (2.644, -2.419, 5.449)  -0.169
C (2.569, -3.660, 4.804)  -0.235
C (2.136, -3.595, 3.329)  -0.218
N (2.019, -4.909, 2.705)  -0.040
C (0.816, -5.607, 3.139)  -0.211
C (0.631, -6.836, 2.289)  -0.231
O (0.307, -6.407, 0.975)  -0.212
C (-0.078, -7.464, 0.134)  -0.113
H (1.038, -1.402, 4.578)  0.080
H (1.500, -0.838, 6.139)  0.086
H (0.638, -2.379, 5.991)  0.094
H (2.007, -4.435, 5.347)  0.112
H (3.575, -4.094, 4.821)  0.125
H (2.905, -2.995, 2.845)  0.108
H (1.146, -3.117, 3.330)  0.093
H (1.911, -4.744, 1.711)  0.083
H (-0.083, -5.004, 2.913)  0.125
H (0.812, -5.851, 4.196)  0.114
H (-0.133, -7.493, 2.737)  0.123
H (1.533, -7.460, 2.217)  0.128
H (0.644, -8.273, -0.007)  0.092
H (-0.315, -7.008, -0.828)  0.079
H (-1.017, -7.889, 0.515)  0.083
C (1.712, 2.656, -0.625)  -0.129
O (1.278, 1.400, -1.075)  -0.212
C (-0.070, 1.205, -0.736)  -0.223
C (-0.437, -0.258, -0.781)  -0.188
N (0.101, -0.958, 0.391)  -0.019
C (0.168, -2.409, 0.297)  -0.192
C (1.144, -3.042, -0.686)  -0.179
O (0.887, -2.836, -2.070)  -0.234
C (1.835, -2.070, -2.751)  -0.112
H (2.769, 2.778, -0.892)  0.082
H (1.755, 2.730, 0.469)  0.104
H (1.146, 3.499, -1.028)  0.049
H (-0.733, 1.689, -1.474)  0.124
H (-0.416, 1.612, 0.223)  0.138
H (0.060, -0.672, -1.669)  0.095
H (-1.510, -0.411, -0.884)  0.091
H (1.049, -0.658, 0.610)  0.084
H (-0.855, -2.805, 0.218)  0.098
H (0.436, -2.834, 1.271)  0.095
H (1.253, -4.110, -0.467)  0.115
H (2.120, -2.613, -0.410)  0.101
H (2.815, -2.530, -2.910)  0.099
H (1.996, -1.086, -2.293)  0.057
H (1.407, -1.863, -3.738)  0.099
C (-5.248, -8.195, 2.877)  -0.148
O (-4.726, -7.713, 1.679)  -0.182
C (-3.965, -6.519, 1.851)  -0.219
C (-3.555, -6.038, 0.476)  -0.222
N (-4.638, -5.288, -0.143)  -0.030
C (-4.180, -4.610, -1.375)  -0.178
C (-3.710, -3.172, -1.130)  -0.232
O (-4.396, -2.555, -0.065)  -0.177
C (-3.687, -1.492, 0.490)  -0.113
H (-4.526, -8.723, 3.524)  0.085
H (-5.979, -8.985, 2.663)  0.086
H (-5.783, -7.448, 3.475)  0.087
H (-3.117, -6.757, 2.512)  0.116
H (-4.570, -5.789, 2.408)  0.122
H (-3.269, -6.947, -0.057)  0.114
H (-2.630, -5.447, 0.596)  0.114
H (-4.864, -4.538, 0.506)  0.092
H (-5.050, -4.602, -2.033)  0.122
H (-3.313, -5.083, -1.833)  0.063
H (-3.701, -2.565, -2.044)  0.106
H (-2.637, -3.232, -0.866)  0.087
H (-4.385, -0.829, 1.006)  0.091
H (-3.133, -0.873, -0.224)  0.062
H (-2.967, -1.827, 1.252)  0.093
N (-1.732, -2.947, -2.942)  0.132
C (-2.570, -3.824, -3.622)  -0.678
N (-2.269, -5.155, -3.385)  0.129
O (-3.468, -3.471, -4.358)  0.054
H (-0.742, -3.199, -2.880)  0.081
H (-1.943, -2.007, -3.238)  0.114
H (-2.692, -5.926, -3.859)  0.116
H (-1.597, -5.288, -2.650)  0.095
N (5.171, -0.147, 1.514)  0.151
C (4.140, -0.551, 0.680)  -0.628
N (4.178, -0.031, -0.586)  0.175
O (3.233, -1.274, 1.065)  0.022
H (5.063, -0.488, 2.453)  0.102
H (5.539, 0.780, 1.392)  0.091
H (3.436, -0.172, -1.243)  0.066
H (4.917, 0.595, -0.850)  0.097
N (0.494, 5.509, -1.125)  0.149
C (-0.834, 5.662, -0.749)  -0.654
N (-1.692, 4.976, -1.565)  0.165
O (-1.157, 6.338, 0.212)  0.020
H (1.246, 5.891, -0.586)  0.052
H (0.681, 4.976, -1.959)  0.058
H (-2.652, 4.830, -1.319)  0.103
H (-1.299, 4.360, -2.259)  0.043
N (1.450, 4.469, -5.075)  0.161
C (0.992, 3.517, -4.203)  -0.659
N (1.836, 2.485, -3.919)  0.181
O (-0.119, 3.618, -3.706)  0.008
H (0.779, 5.194, -5.261)  0.107
H (2.236, 4.400, -5.693)  0.097
H (1.589, 1.951, -3.100)  0.074
H (2.788, 2.501, -4.233)  0.101

Question: Among the records above, which one has the highest multiplicity?
Answer: C28H76BF3HgO12S

Question: calculated total energy of number 2 (C28H76N12O12)?
Answer: -2672.3104 hartree